1.
Density functional theory data (ωB97M-V/def2-TZVPD) for C24H25Cl3F5GeN3NaOS as an isolated structure.

Each line ends with the Mulliken charge.
Element x y z (Å)
1 Na -0.56 -1.33 0.02  1.15
2 C -2.57 0.16 2.23  -0.48
3 C -3.52 -0.80 1.51  -0.87
4 N -2.92 -1.45 0.35  -0.01
5 C -3.03 -2.91 0.32  0.07
6 C -2.26 -3.61 1.44  -0.71
7 N -0.87 -3.14 1.59  -0.05
8 C -0.48 -2.76 2.95  -0.86
9 C -1.25 -1.54 3.45  -0.90
10 N -1.26 -0.44 2.50  0.14
11 H -3.07 0.51 3.14  0.36
12 H -2.40 1.04 1.60  0.07
13 H -4.42 -0.23 1.24  0.47
14 H -3.87 -1.56 2.21  0.27
15 H -3.31 -1.08 -0.51  0.25
16 H -2.64 -3.24 -0.64  -0.68
17 H -4.07 -3.26 0.38  0.34
18 H -2.28 -4.68 1.22  0.47
19 H -2.78 -3.49 2.39  0.23
20 H -0.24 -3.84 1.22  0.28
21 H 0.59 -2.53 2.93  0.30
22 H -0.63 -3.58 3.67  0.38
23 H -0.84 -1.25 4.42  0.46
24 H -2.29 -1.84 3.66  0.28
25 H -0.60 0.28 2.77  0.23
26 F 0.96 -1.40 -3.13  -0.33
27 C 2.01 -1.60 -2.34  0.37
28 C 1.89 -1.85 -1.00  -0.48
29 C 2.95 -2.11 -0.18  0.32
30 F 2.78 -2.42 1.11  -0.28
31 C 4.23 -2.02 -0.70  0.53
32 F 5.30 -2.20 0.07  -0.33
33 C 4.39 -1.71 -2.04  0.23
34 F 5.62 -1.60 -2.55  -0.35
35 C 3.29 -1.50 -2.87  0.66
36 F 3.49 -1.21 -4.16  -0.33
37 Cl 0.13 -4.10 -1.32  -0.35
38 Ge -1.41 -4.57 -3.07  0.40
39 Cl -2.94 -5.60 -1.77  -0.40
40 Cl -2.32 -2.47 -3.00  -0.45
41 O -0.03 0.74 -0.29  -0.53
42 S 0.14 2.05 0.38  0.12
43 C 1.83 2.55 0.07  0.35
44 C 2.65 1.70 -0.66  -0.14
45 C 3.97 2.07 -0.88  -0.36
46 C 4.46 3.27 -0.37  -0.60
47 C 3.62 4.11 0.36  -0.61
48 C 2.30 3.75 0.59  -0.50
49 C -0.67 3.26 -0.66  0.32
50 C -0.52 3.20 -2.03  -0.40
51 C -1.18 4.12 -2.82  -0.71
52 C -1.98 5.10 -2.23  -0.41
53 C -2.12 5.15 -0.85  -0.64
54 C -1.47 4.22 -0.05  -0.06
55 H 2.25 0.77 -1.04  0.18
56 H 4.63 1.42 -1.45  0.46
57 H 5.49 3.55 -0.54  0.40
58 H 4.00 5.04 0.76  0.38
59 H 1.64 4.39 1.16  0.42
60 H 0.10 2.42 -2.48  0.38
61 H -1.08 4.09 -3.90  0.40
62 H -2.49 5.82 -2.85  0.39
63 H -2.75 5.91 -0.39  0.39
64 H -1.58 4.23 1.02  0.39

## Properties
**Largest force on an atom**: 0.41 eV/A
**Multiplicity**: 2
**HOMO energy (spin up / spin down)**: -0.2928 / -0.2926 Ha
**DFT total energy**: -154735.0928 eV
**⟨S²⟩**: 0.76
**HOMO-LUMO gap (spin up / spin down)**: 7.91 / 5.66 eV
**Energy relative to the best compared isomer or geometry (same formula, charge and spin)**: 24.1 kcal per mole

=====

2.
Density functional theory data (ωB97M-V/def2-TZVPD) for C24H25Cl3N3O2P2SV as an isolated structure.

Each line ends with the Mulliken charge.
Element x y z (Å)
1 V 0.44 -0.93 -0.98  0.00
2 N 2.08 -5.10 -0.51  -0.43
3 C 1.38 -3.95 -0.70  0.67
4 S 2.20 -2.47 -0.32  -0.49
5 N 0.17 -4.07 -1.16  -1.34
6 N -0.47 -2.85 -1.37  0.91
7 C -1.69 -3.01 -1.75  -0.36
8 C -2.64 -1.96 -2.06  0.51
9 C -3.97 -2.32 -2.31  -0.67
10 C -4.92 -1.37 -2.62  -0.79
11 C -4.54 -0.03 -2.69  -0.43
12 C -3.24 0.35 -2.47  -0.61
13 C -2.27 -0.61 -2.14  0.49
14 O -1.02 -0.24 -1.95  -0.43
15 H 2.94 -5.08 -0.01  0.21
16 H 1.58 -5.97 -0.60  0.23
17 H -2.04 -4.03 -1.84  0.31
18 H -4.25 -3.37 -2.26  0.39
19 H -5.95 -1.66 -2.81  0.40
20 H -5.28 0.72 -2.94  0.40
21 H -2.93 1.39 -2.53  0.45
22 C -0.42 -2.41 2.17  -1.94
23 P -0.61 -0.85 1.25  2.17
24 C -2.43 -0.65 1.29  -1.29
25 C 0.03 0.44 2.38  0.22
26 C 0.59 0.08 3.60  -0.71
27 C 1.12 1.03 4.46  -0.76
28 C 1.09 2.37 4.10  -0.96
29 C 0.53 2.74 2.88  -0.55
30 C 0.01 1.79 2.01  0.03
31 P -0.74 2.26 0.40  1.19
32 C -2.12 3.31 1.02  -1.49
33 C 0.39 3.56 -0.22  -1.32
34 H 0.64 -2.61 2.34  0.48
35 H -0.81 -3.20 1.53  0.38
36 H -0.96 -2.40 3.11  0.49
37 H -2.77 -0.52 2.32  0.40
38 H -2.89 -1.55 0.87  0.43
39 H -2.73 0.20 0.69  0.22
40 H 0.63 -0.96 3.90  0.36
41 H 1.55 0.73 5.40  0.40
42 H 1.50 3.12 4.76  0.39
43 H 0.52 3.79 2.61  0.24
44 H -1.77 4.13 1.65  0.42
45 H -2.81 2.70 1.60  0.40
46 H -2.66 3.73 0.17  0.44
47 H 0.53 4.38 0.48  0.43
48 H -0.03 3.95 -1.14  0.42
49 H 1.37 3.12 -0.45  0.22
50 Cl 6.58 2.16 -3.06  -0.23
51 C 5.14 1.62 -2.25  0.48
52 C 4.16 0.97 -2.98  -0.94
53 C 3.02 0.57 -2.31  1.11
54 Cl 1.77 -0.28 -3.19  -0.26
55 C 2.79 0.78 -0.95  -1.31
56 O 1.68 0.43 -0.34  0.29
57 C 3.84 1.42 -0.26  0.76
58 Cl 3.66 1.68 1.44  -0.17
59 C 4.99 1.84 -0.90  -0.80
60 H 4.28 0.78 -4.04  0.48
61 H 5.77 2.33 -0.33  0.45

## Properties
**Largest force on an atom**: 0.47 eV/A
**Multiplicity**: 3
**HOMO energy (spin up / spin down)**: -0.2811 / -0.2870 Ha
**DFT total energy**: -126530.8533 eV
**⟨S²⟩**: 2.02
**HOMO-LUMO gap (spin up / spin down)**: 7.83 / 7.80 eV
**Energy relative to the best compared isomer or geometry (same formula, charge and spin)**: 2.3 kcal per mole